Formula: C20H60N6O11
Source: OMol25
Level of theory: ωB97M-V/def2-TZVPD

Element x y z (Å)
O 9.847 -14.533 -10.164
O 3.028 -13.985 -10.293
O 7.603 -9.453 -12.497
O 4.495 -7.966 -7.102
O 1.575 -18.908 -11.616
O 4.047 -12.079 -10.463
O 0.905 -15.477 -8.856
O 3.439 -12.486 -13.154
O 3.355 -12.772 -8.519
O 0.062 -16.987 -6.855
O 5.496 -15.074 -14.658
N 2.991 -10.356 -7.138
N 3.663 -9.383 -9.674
N 3.496 -12.979 -9.739
N 6.471 -8.437 -10.180
N 4.466 -16.919 -10.526
N 6.520 -15.231 -11.583
C 3.645 -17.579 -11.550
C 0.296 -19.043 -11.031
C 6.487 -10.271 -12.816
C 6.231 -7.729 -11.438
C 3.949 -10.056 -6.068
C 5.272 -10.760 -6.486
C 7.487 -14.432 -10.824
C 6.884 -14.167 -9.444
C 6.233 -6.229 -11.081
C 3.692 -13.832 -13.495
C 4.528 -18.628 -12.211
C 0.244 -15.634 -6.513
C 4.956 -6.653 -6.871
C 8.832 -15.181 -10.830
C 1.033 -14.841 -7.584
C 4.119 -8.595 -5.851
C 7.307 -8.052 -12.456
C 10.340 -13.310 -10.625
C 2.434 -18.103 -10.804
C 4.835 -13.791 -14.538
H 6.749 -11.290 -12.532
H 7.235 -5.818 -10.936
H 5.505 -9.992 -12.440
H 5.839 -5.610 -11.892
H 4.850 -6.018 -7.757
H 5.482 -18.148 -12.429
H 6.965 -7.866 -9.505
H 8.632 -16.158 -10.376
H 7.062 -9.257 -10.291
H 3.828 -14.534 -12.674
H 2.836 -14.208 -14.068
H 5.744 -10.238 -7.322
H 4.581 -8.906 -9.767
H 9.562 -12.547 -10.695
H 3.607 -10.563 -5.156
H 5.236 -11.804 -6.787
H -0.350 -18.289 -11.508
H 4.943 -8.355 -5.175
H 2.976 -8.807 -10.158
H 2.083 -10.038 -6.788
H 5.261 -8.035 -11.841
H 6.997 -7.708 -13.447
H 0.725 -13.795 -7.634
H 5.642 -6.016 -10.192
H 6.821 -15.121 -8.919
H 3.204 -8.078 -5.544
H 3.715 -10.327 -10.086
H 5.292 -16.380 -10.833
H -0.106 -20.040 -11.187
H 7.596 -13.515 -11.417
H 0.934 -15.558 -5.660
H 1.808 -17.256 -10.489
H 5.945 -10.620 -5.634
H 4.075 -18.914 -13.164
H 0.623 -17.132 -7.633
H 1.420 -15.014 -9.536
H 3.371 -9.471 -8.662
H 6.244 -14.979 -15.251
H 4.201 -6.170 -6.237
H 4.438 -13.493 -15.508
H 5.846 -13.841 -9.579
H 3.346 -16.806 -12.270
H 8.284 -7.687 -12.138
H 9.038 -15.439 -11.883
H 11.187 -12.966 -10.036
H 5.640 -13.191 -14.103
H 6.967 -15.886 -12.222
H 6.381 -10.380 -13.901
H 3.945 -16.117 -10.171
H 5.959 -14.669 -12.213
H 0.179 -18.721 -9.991
H 3.673 -12.309 -12.216
H 10.776 -13.409 -11.629
H 2.888 -11.359 -7.274
H 2.097 -14.989 -7.377
H 2.697 -18.582 -9.854
H 4.665 -19.523 -11.609
H 5.991 -6.572 -6.541
H 7.311 -13.345 -8.868
H -0.701 -15.166 -6.228

Summary:
HOMO energy = -7.770 eV
Lowest unoccupied orbital energy = -0.1 eV
Relative energy (zero: lowest compared OMol25 entry of this formula, charge and spin) = 24.3 kcal/mol
Electronic energy = -53168.9840 eV

---

Formula: C20H60O10
Source: OMol25
Level of theory: ωB97M-V/def2-TZVPD

Element x y z (Å)
O -0.062 -4.868 2.877
O 0.155 1.191 -4.449
O 0.003 -0.091 1.529
O -3.989 0.333 -1.463
O 3.804 -2.066 -4.541
O 1.139 -1.176 5.195
O -4.274 1.665 2.484
O -0.090 4.740 3.806
O 6.603 1.001 -1.600
O -1.670 -0.452 -3.019
C -1.903 -1.851 -3.244
C 1.912 -3.486 -4.527
C 0.159 1.092 5.337
C -0.129 -3.497 2.473
C 0.060 -0.370 5.664
C 5.116 0.662 0.310
C 0.876 -0.031 -0.809
C -2.854 1.688 2.633
C -3.162 -2.000 -4.087
C -4.604 -1.818 -0.362
C -0.058 0.659 -5.740
C 1.294 4.403 3.918
C 0.682 1.533 -6.767
C 1.665 3.430 2.831
C -2.452 3.041 3.215
C 6.257 1.470 -0.287
C -1.493 -2.947 2.798
C 2.569 -2.260 -3.887
C -4.102 -0.376 -0.239
C -0.293 -0.280 0.165
H 5.858 2.492 -0.374
H -4.106 -2.388 -1.147
H 1.380 -0.985 -0.974
H -1.626 -1.878 2.624
H -0.898 -0.797 5.361
H 2.741 -4.125 -4.836
H 2.513 2.819 3.146
H 0.116 2.457 -6.869
H -1.039 -2.256 -3.772
H 4.244 0.639 -0.334
H 7.258 1.644 -1.895
H 0.155 -3.429 1.416
H 0.288 -0.378 -5.856
H -3.436 -3.040 -4.286
H 1.225 -4.057 -3.908
H -1.713 -3.131 3.851
H 0.112 0.857 1.655
H 1.884 -1.410 -3.799
H -2.599 0.836 3.260
H 2.749 -2.529 -2.836
H 1.929 5.294 3.876
H -2.296 -3.413 2.219
H 0.850 -5.074 3.090
H -0.292 0.589 -3.829
H 1.426 3.968 4.918
H -3.104 -0.464 0.200
H -1.965 -2.329 -2.261
H 1.200 1.393 5.185
H 7.150 1.551 0.339
H -3.060 -1.541 -5.072
H 0.648 -2.931 2.998
H 1.905 -0.869 5.692
H 0.889 2.708 2.583
H -4.533 2.263 1.777
H 0.733 0.963 -7.693
H -0.387 5.240 4.568
H -0.334 1.782 6.016
H 1.594 0.715 -0.456
H -1.093 0.407 -0.150
H 0.588 0.382 -1.775
H -2.463 3.823 2.444
H 0.000 -0.515 6.758
H -4.010 -1.510 -3.610
H 4.234 -1.293 -4.161
H 1.405 -3.220 -5.458
H -4.889 0.510 -1.765
H -5.684 -1.805 -0.538
H -4.734 0.125 0.498
H 1.675 1.758 -6.384
H -4.438 -2.379 0.559
H -3.182 3.398 3.942
H -2.423 -0.106 -2.507
H 4.929 1.009 1.327
H -0.680 -1.283 -0.017
H -1.128 0.642 -5.980
H -2.389 1.558 1.649
H -0.269 1.226 4.335
H 1.942 4.023 1.959
H -1.429 3.102 3.595
H 5.422 -0.376 0.487

Summary:
HOMO energy = -9.577 eV
Lowest unoccupied orbital energy = 0.5 eV
SMILES = CCO.CCO.CCO.CCO.CCO.CCO.CCO.CCO.CCO.CCO
Relative energy (zero: lowest compared OMol25 entry of this formula, charge and spin) = 48.8 kcal/mol
Electronic energy = -42184.6823 eV

---

Formula: C20H60O10
Source: OMol25
Level of theory: ωB97M-V/def2-TZVPD

Element x y z (Å)
O 6.644 -15.019 -16.932
O 10.317 -15.753 -15.798
O 16.590 -15.522 -13.553
O 9.371 -19.408 -16.182
O 8.447 -17.020 -17.413
O 11.865 -13.475 -19.465
O 14.020 -9.964 -11.350
O 14.520 -14.433 -19.286
O 16.428 -12.793 -18.102
O 9.501 -15.591 -13.152
C 13.548 -16.622 -19.389
C 9.183 -13.214 -13.518
C 15.398 -15.561 -12.744
C 13.000 -10.282 -12.292
C 17.004 -12.877 -16.791
C 9.259 -19.283 -14.770
C 7.481 -12.900 -17.863
C 15.924 -13.071 -15.757
C 12.398 -11.101 -19.689
C 11.430 -15.179 -16.477
C 9.596 -18.064 -19.263
C 9.025 -16.788 -18.711
C 11.677 -12.189 -18.907
C 10.228 -20.236 -14.104
C 15.554 -16.487 -11.552
C 7.531 -13.904 -16.724
C 13.320 -11.542 -13.079
C 8.555 -14.538 -13.190
C 12.477 -14.800 -15.452
C 14.632 -15.760 -18.778
H 7.748 -16.355 -17.291
H 9.795 -16.271 -16.430
H 11.243 -20.053 -14.449
H 12.911 -15.702 -15.011
H 7.285 -13.425 -15.772
H 8.840 -18.703 -16.576
H 8.056 -14.514 -12.219
H 13.524 -17.586 -18.871
H 15.141 -14.550 -12.417
H 13.289 -14.229 -15.897
H 12.462 -10.182 -19.101
H 12.031 -10.388 -11.795
H 14.724 -16.365 -10.848
H 8.239 -19.493 -14.423
H 14.517 -15.758 -17.689
H 8.459 -12.392 -13.411
H 15.608 -16.169 -19.059
H 17.102 -12.475 -18.709
H 10.475 -18.386 -18.707
H 11.798 -15.869 -17.240
H 9.996 -12.944 -12.843
H 9.533 -13.205 -14.552
H 11.111 -14.276 -17.016
H 5.738 -14.722 -16.812
H 12.535 -11.772 -13.803
H 17.585 -11.979 -16.555
H 15.534 -14.087 -15.765
H 12.058 -12.159 -17.873
H 17.711 -13.713 -16.746
H 12.963 -9.425 -12.963
H 9.496 -18.251 -14.483
H 11.892 -10.872 -20.628
H 17.122 -14.787 -13.236
H 7.775 -14.768 -13.929
H 15.178 -13.873 -18.836
H 13.395 -12.392 -12.393
H 9.924 -17.890 -20.294
H 6.497 -12.448 -17.981
H 14.095 -10.690 -10.722
H 15.082 -12.390 -15.898
H 7.798 -13.371 -18.794
H 10.168 -20.067 -13.025
H 8.283 -16.343 -19.381
H 9.950 -21.273 -14.288
H 11.992 -14.247 -14.646
H 16.349 -12.866 -14.775
H 14.268 -11.441 -13.605
H 12.822 -13.649 -19.495
H 8.847 -18.853 -19.302
H 13.702 -16.859 -20.442
H 9.816 -16.024 -18.637
H 10.598 -12.042 -18.877
H 15.549 -17.532 -11.860
H 14.597 -15.923 -13.385
H 9.692 -15.835 -14.070
H 13.416 -11.414 -19.925
H 12.565 -16.159 -19.285
H 8.531 -14.327 -16.640
H 16.471 -16.294 -10.994
H 8.186 -12.090 -17.651

Summary:
HOMO energy = -9.403 eV
Lowest unoccupied orbital energy = 0.4 eV
SMILES = CCO.CCO.CCO.CCO.CCO.CCO.CCO.CCO.CCO.CCO
Relative energy (zero: lowest compared OMol25 entry of this formula, charge and spin) = 4.4 kcal/mol
Electronic energy = -42186.6062 eV

---

Formula: C20H61N5O8
Source: OMol25
Level of theory: ωB97M-V/def2-TZVPD

Element x y z (Å)
O 3.795 2.146 8.612
O -6.819 0.831 4.398
O -2.795 -9.095 4.652
O -3.975 4.135 7.303
O -3.903 -4.827 -6.364
O 0.363 1.162 -1.521
O 4.619 4.938 -9.979
O -4.517 7.875 2.299
N 1.254 4.569 7.015
N -2.729 -7.723 7.176
N -0.778 -4.640 -4.268
N 8.150 6.032 -9.879
N -1.208 1.826 1.618
C -4.600 -4.132 -7.384
C 3.920 3.857 -10.572
C -3.027 -5.531 -3.779
C -0.298 1.923 -0.501
C 6.061 4.862 -10.035
C 2.418 4.624 9.156
C -2.635 -4.209 -5.942
C -2.417 -9.499 3.345
C 2.533 4.184 7.699
C 6.178 7.384 -10.263
C 6.732 6.142 -9.547
C -0.150 1.275 0.879
C -2.908 -7.669 4.737
C -3.537 -7.278 6.100
C 3.763 0.679 8.621
C -2.016 -5.133 -4.841
C -3.786 -5.814 6.177
C -0.193 -0.238 0.828
C 2.879 2.612 7.613
C 0.572 1.774 -2.804
H -2.058 1.304 1.455
H -3.840 -6.103 -4.226
H 6.496 6.177 -8.483
H -1.299 1.964 -0.929
H -1.960 -7.169 4.538
H -0.849 -3.811 -3.696
H -1.928 -3.901 -6.713
H 1.253 5.575 6.934
H 8.702 6.847 -9.651
H -3.710 8.384 2.370
H 1.065 1.190 -3.581
H 1.470 4.179 6.108
H 1.088 2.724 -2.664
H 1.810 4.148 9.926
H -6.345 1.069 5.195
H 4.139 3.756 -11.634
H 2.081 5.657 9.070
H -2.483 -6.181 -3.094
H -0.712 -0.543 -0.081
H -1.987 -8.318 6.837
H -4.402 -5.519 5.327
H -5.427 -4.810 -7.593
H -1.495 -9.057 2.967
H -2.309 -6.922 7.625
H -4.234 6.963 2.375
H -4.032 -3.918 -8.289
H -0.424 -4.199 -5.105
H -4.506 -7.776 6.066
H -5.069 -3.235 -6.980
H 6.315 4.843 -11.094
H -7.286 1.630 4.149
H -1.814 -6.047 -5.399
H 3.178 2.268 6.623
H -3.031 4.276 7.226
H 0.791 1.574 1.341
H 2.720 0.372 8.685
H -2.925 -5.156 6.054
H -4.366 4.950 6.986
H 2.839 3.770 -10.457
H -0.475 1.957 -3.047
H -4.343 -5.582 7.085
H 3.412 4.543 9.595
H 8.611 5.372 -9.269
H -1.117 1.675 2.613
H 3.361 4.698 7.210
H -2.920 -3.250 -5.511
H -3.487 -7.262 3.908
H 6.326 8.288 -9.672
H -3.285 -4.620 -3.239
H 5.095 7.300 -10.347
H 6.380 3.968 -9.498
H 4.264 0.256 9.491
H 6.544 7.581 -11.271
H -2.237 -10.572 3.272
H 0.833 -0.592 0.733
H 0.070 2.943 -0.393
H 4.192 0.411 7.655
H -0.580 -0.762 1.703
H 4.266 2.910 -10.158
H -3.253 -9.332 2.666
H 1.943 2.067 7.741

Summary:
HOMO energy = -9.034 eV
Lowest unoccupied orbital energy = 0.2 eV
SMILES = COC[C@H](C)N.COC[C@H](C)N.COC[C@H](C)N.COC[C@H](C)N.COC[C@H](C)N.O.O.O
Relative energy (zero: lowest compared OMol25 entry of this formula, charge and spin) = 93.6 kcal/mol
Electronic energy = -45553.8904 eV

---

| no. | orbital gap (eV) |
| --- | --- |
| 1 | 7.72 |
| 2 | 10.04 |
| 3 | 9.82 |
| 4 | 9.24 |